1.
Below is a molecular structure, C4H3HgO in a non-equilibrium geometry, with properties calculated with ωB97M-V with the def2-TZVPD basis set.

XYZ file:
```
9
Properties=species:S:1:pos:R:3
C -1.351 -1.821 -0.103
C -1.048 -0.804 0.521
H -1.601 -2.316 -1.034
H -0.766 -0.267 1.422
C 0.194 2.115 -0.222
C 1.270 1.506 -0.353
O 1.996 0.496 -0.373
Hg 1.738 -1.790 -0.056
H -0.431 2.882 0.198
```

Results
Calculated total energy in Ha: -382.643620
Spin multiplicity: 2
⟨S²⟩: 0.78
ΔE to the lowest compared entry with this formula, charge and spin in eV: 1.377
LUMO level (spin up / spin down) in Ha: 0.0206 / -0.1025
HOMO energy (spin up / spin down) in eV: -8.45 / -8.06

=====

2.
Below is a molecular structure, C4H3HoO4 in a non-equilibrium geometry, with properties calculated with ωB97M-V with the def2-TZVPD basis set.

XYZ file:
```
12
Properties=species:S:1:pos:R:3
C 0.487 -0.143 -0.152
C -0.393 0.930 -0.105
H -0.301 1.757 0.604
O 0.275 -0.588 2.210
C 0.771 -0.907 0.994
O 2.085 -1.147 1.059
H 0.969 -0.225 2.773
O -1.597 1.001 -0.786
C -1.695 0.480 -2.064
O -2.839 0.215 -2.416
Ho -0.159 -1.174 -2.654
H 2.395 -0.197 0.538
```

Results
Calculated total energy in Ha: -1402.717744
Spin multiplicity: 6
⟨S²⟩: 8.75
ΔE to the lowest compared entry with this formula, charge and spin in eV: 0.000
LUMO level (spin up / spin down) in Ha: -0.2024 / -0.2044
HOMO energy (spin up / spin down) in eV: -11.21 / -13.05
Charge: +1

=====

3.
Below is a molecular structure, C4H3I3 in a non-equilibrium geometry, with properties calculated with ωB97M-V with the def2-TZVPD basis set.

XYZ file:
```
10
Properties=species:S:1:pos:R:3
C 0.998 0.333 -0.492
C 0.195 0.632 0.527
C -0.336 1.951 0.698
C -0.026 2.834 2.699
I -0.143 3.382 -0.723
I -0.545 4.789 2.799
I -0.477 1.452 4.249
H 1.269 -0.710 -0.673
H 1.388 1.115 -1.235
H -0.088 -0.066 1.219
```

Results
Calculated total energy in Ha: -1047.054760
Spin multiplicity: 3
⟨S²⟩: 2.04
ΔE to the lowest compared entry with this formula, charge and spin in eV: 1.937
LUMO level (spin up / spin down) in Ha: -0.0286 / -0.0597
HOMO energy (spin up / spin down) in eV: -7.62 / -9.03

=====

4.
Below is a molecular structure, C4H3KMgO6 in a non-equilibrium geometry, with properties calculated with ωB97M-V with the def2-TZVPD basis set.

XYZ file:
```
15
Properties=species:S:1:pos:R:3
O -0.122 3.159 -2.500
C -0.174 1.895 -2.323
O -0.770 1.188 -3.199
O 0.202 1.411 -1.178
C -0.373 0.192 -0.691
O -0.855 -0.637 1.421
C -0.517 -1.211 2.613
C 0.173 -0.224 0.549
O 0.497 -0.746 3.192
O -0.775 -2.436 2.733
Mg -0.934 2.853 -4.301
K 2.175 -3.916 3.152
H -0.527 -0.531 -1.498
H 0.701 0.590 1.065
H 1.298 -1.586 0.966
```

Results
Calculated total energy in Ha: -1405.551194
LUMO level (spin up / spin down) in Ha: -0.0469 / -0.0518
HOMO energy (spin up / spin down) in eV: -7.64 / -6.34

=====

5.
Below is a molecular structure, C4H3MnN5O3 in a non-equilibrium geometry, with properties calculated with ωB97M-V with the def2-TZVPD basis set.

XYZ file:
```
16
Properties=species:S:1:pos:R:3
O -1.833 -3.699 -2.175
C -1.215 -3.684 -1.083
Mn 0.097 0.475 0.529
C -1.340 1.732 0.334
C 1.637 1.107 -0.469
O -2.419 2.280 0.257
O 2.557 1.233 -1.285
N 3.929 0.543 3.452
N 2.602 0.157 3.043
N 1.652 0.139 4.086
C 0.462 0.255 3.322
N 0.837 0.658 2.049
N 2.174 0.682 1.790
H 4.593 0.115 2.862
H 3.950 0.234 4.380
H -0.651 0.102 3.532
```

Results
Calculated total energy in Ha: -1803.756805
Spin multiplicity: 6
⟨S²⟩: 8.77
ΔE to the lowest compared entry with this formula, charge and spin in eV: 4.149
LUMO level (spin up / spin down) in Ha: -0.3765 / -0.4189
HOMO energy (spin up / spin down) in eV: -18.63 / -18.68
Charge: +2

=====

6.
Below is a gas-phase ion, C4H3N2 (charge +1) in a non-equilibrium geometry, with properties calculated with ωB97M-V with the def2-TZVPD basis set.

XYZ file:
```
9
Properties=species:S:1:pos:R:3
C 0.827 0.610 0.538
C -0.292 0.047 0.172
C -1.318 -0.828 -0.222
N -1.684 0.397 -0.191
C -2.973 0.523 0.154
N -3.862 -0.197 0.297
H 0.741 1.741 0.662
H 1.549 -0.164 0.735
H -1.869 -1.710 -0.433
```

Results
Calculated total energy in Ha: -263.206108
SMILES: C=C1C=[N+]1C#N
ΔE to the lowest compared entry with this formula, charge and spin in eV: 3.090
LUMO level in Ha: -0.2724
HOMO energy in eV: -16.01
Charge: +1